Entry 1:
79
Properties=species:S:1:pos:R:3:mulliken_charge:R:1 method="wB97M-V/def2-TZVPD" s_squared=0.75 e_above_lowest_ev=1.542 homo_energy_ev="-10.20 / -10.20" spin_multiplicity=2 lumo_energy_ev="-3.32 / -3.30" charge=+1 homo_lumo_gap_ev="6.88 / 6.90"
I -0.64569 -3.73579 -4.29149 0.09
I 5.20286 -4.52463 -4.14118 0.09
Ti 0.37224 0.04748 -1.01307 -1.06
S -2.11230 0.77957 -2.16162 1.53
P 0.48612 -0.02676 1.39053 1.84
O 0.15356 -1.58688 -1.99284 0.16
O -2.79318 0.06087 -3.20222 -0.69
O -0.64630 1.19494 -2.46063 -0.68
N 1.08058 2.00609 -0.17547 0.56
N -4.68305 5.93244 -0.82601 -0.56
N 1.41375 1.28037 1.97851 0.18
N -3.67223 -1.35416 -0.68335 -0.48
N -1.67603 -2.00603 0.36258 0.64
N -1.81055 0.01175 -0.73544 0.60
N 2.52147 -0.36803 -1.46123 0.36
C -2.96757 2.29777 -1.83626 -0.20
C -4.58740 3.48457 -0.58951 -0.69
C -2.72550 0.61573 3.61085 -0.60
C -0.70951 -0.24415 2.72224 0.81
C 2.27405 3.99840 -0.99387 -1.10
C 1.34561 -2.68315 1.35326 0.14
C 2.11895 -3.77006 1.74318 -0.90
C 3.69947 -2.22463 -2.62365 0.49
C 1.63544 -1.41048 1.78405 0.24
C 3.67938 0.01396 -0.85680 0.37
C 2.48468 -1.54885 -2.23815 0.61
C -2.35682 3.45273 -2.28869 -0.36
C 2.34821 -3.65718 -4.11483 -0.18
C 4.89167 -0.70806 -1.09202 -1.22
C -2.95361 4.66758 -1.91065 -0.77
C -2.22943 -3.17579 0.59351 -0.16
C 2.89953 -1.10679 2.35104 -0.65
C -4.17025 2.27512 -1.07800 -0.57
C 3.69250 -2.20137 2.74327 -0.70
C -3.11544 -0.59624 4.12693 -0.79
C 2.79999 4.24170 0.27554 -0.61
C 3.34541 -3.51316 2.42902 -0.79
C -1.57689 0.80959 2.86492 -0.75
C 1.20690 -3.13041 -3.59358 -0.87
C -0.86409 -1.37054 3.53451 -0.47
C 4.90380 -1.70796 -2.07247 -0.50
C 3.59024 -3.26542 -3.58776 -0.48
C 1.24973 -2.10530 -2.62333 0.17
C 1.44634 2.88513 -1.14270 0.05
C -4.09488 4.71477 -1.08347 1.05
C 1.68197 2.20891 1.03085 0.16
C -4.20768 -2.54625 -0.47574 -0.56
C -2.42887 -1.13289 -0.32050 -0.06
C -3.53505 -3.51578 0.25487 -0.95
C 2.58965 3.26784 1.26465 -0.76
C -2.08704 -1.56926 4.17505 -0.56
H 4.62164 -1.99746 3.29200 0.41
H 0.44665 -2.88637 0.73823 0.19
H 5.77532 -0.43981 -0.54382 0.50
H -5.37279 5.92278 -0.04619 0.24
H 3.72106 0.86584 -0.14332 0.21
H 3.27350 5.17710 0.54697 0.44
H 1.00017 2.78223 -2.16889 0.33
H -1.67245 -3.98377 1.12360 0.34
H -3.40880 1.45145 3.65893 0.37
H 3.26245 -0.08185 2.54056 0.33
H 1.79093 -4.79868 1.53215 0.47
H -4.57343 1.27754 -0.80052 0.41
H 2.30127 4.66032 -1.85288 0.48
H 4.03311 -4.27484 2.68187 0.49
H -5.09235 -2.73576 -1.09001 0.44
H 5.84808 -2.14828 -2.41604 0.26
H 3.10665 3.34507 2.21672 0.51
H -1.50853 3.39237 -2.99296 0.47
H 2.34636 -4.30719 -4.99714 0.37
H -4.13073 -0.79751 4.51976 0.43
H -4.03512 6.68688 -0.76684 0.24
H -3.99351 -4.40229 0.52420 0.54
H -0.16353 -2.18623 3.54341 0.49
H -2.20346 -2.45262 4.85023 0.36
H 1.50372 1.57151 2.95661 0.37
H -1.43540 1.73932 2.30182 0.34
H -5.43835 3.59616 0.13294 0.21
H -2.46722 5.56276 -2.26419 0.33

=====

Entry 2:
81
Properties=species:S:1:pos:R:3:mulliken_charge:R:1 method="wB97M-V/def2-TZVPD" e_above_lowest_ev=0.738 homo_energy_ev="-0.60 / -0.60" spin_multiplicity=1 lumo_energy_ev="4.41 / 4.41" charge=-2 homo_lumo_gap_ev="5.01 / 5.02"
Mo 0.43038 0.16736 -0.51147 -0.74
S 3.25296 -2.09860 0.46312 1.09
O 3.26067 -3.53276 0.60671 -0.75
O 5.24444 3.45593 0.39971 -0.59
O -0.55606 -1.12633 0.97546 -0.23
O 3.94465 2.31483 -1.49658 -0.88
O 4.90785 3.99078 2.52619 -0.69
O -2.04785 -2.18472 2.25541 -0.84
O 3.29795 -1.28329 1.65245 -0.73
O -1.14587 1.26207 2.05593 -1.06
O 2.07175 1.09507 -1.66357 -0.52
N 2.01320 -1.56993 -0.39247 -0.15
N 8.07810 -0.63258 -2.72012 -0.63
N 1.32905 1.85879 2.13347 -0.06
N 1.46001 1.48965 0.85898 0.08
N 0.43203 -1.43324 -1.92909 0.11
N 2.13822 -3.08399 -2.24578 -0.44
C 4.70441 -1.68196 -0.46975 -0.78
C 3.23993 2.70986 1.46708 0.43
C -3.75800 1.78824 1.43907 -0.11
C 5.21137 -2.56736 -1.41048 -0.37
C -2.03211 0.19440 2.36361 3.55
C 2.91381 1.77887 -1.02854 1.18
C 1.52753 -3.42563 -3.38400 -0.32
C 6.33677 -2.22464 -2.14075 -0.75
C -3.29835 0.41673 -1.85499 -0.02
C -1.50157 -1.17439 1.80156 0.00
C -0.14092 -1.78524 -3.06504 0.09
C -3.85580 3.06301 -2.45137 -0.53
C -1.03119 1.00992 -1.05572 0.17
C 2.37095 2.59554 2.53713 -0.77
C -0.67104 -0.32689 5.86189 -0.90
C 6.96307 -0.99531 -1.94025 1.20
C 0.38089 -2.81468 -3.84657 -0.90
C -1.99575 0.10922 3.88783 -0.40
C -5.98916 1.10460 0.85489 -0.44
C -4.82013 2.08995 -2.68891 -0.44
C -1.74483 0.02732 6.67270 -0.45
C 2.60647 1.99170 0.42547 -0.47
C 6.44622 -0.11379 -0.99592 -0.79
C -3.43206 0.48913 1.82096 -0.79
C -0.79870 -0.28869 4.48491 -0.47
C 1.57100 -2.10890 -1.54504 0.36
C -5.02338 2.09442 0.95843 -0.73
C -2.30648 1.38512 -1.61801 1.34
C -3.06344 0.45409 4.70220 -0.29
C -4.52928 0.76429 -2.38468 -0.71
C -4.40653 -0.50139 1.71215 -0.16
C -2.61996 2.71863 -1.92680 -0.44
C -5.67208 -0.19334 1.23239 -0.90
C 4.53226 3.43844 1.51065 0.35
C -2.93928 0.41297 6.08805 -0.91
C 5.32501 -0.45988 -0.26317 -0.16
H 8.63622 0.09535 -2.30130 0.24
H 6.90862 0.85483 -0.84316 0.26
H -5.27818 -0.00415 -2.54227 0.36
H -3.78498 0.68517 6.70929 0.39
H 4.70860 -3.51187 -1.56365 0.44
H -0.08892 -3.10893 -4.77399 0.36
H -0.91290 1.18812 1.09049 -0.12
H 0.26428 -0.64772 6.30436 0.40
H -5.78772 2.36161 -3.09442 0.37
H 2.44640 2.99526 3.53306 0.54
H 4.75754 2.98950 -0.38606 0.41
H -5.24433 3.10634 0.64032 0.35
H -1.64877 -0.00627 7.75162 0.36
H -4.06980 4.10208 -2.67857 0.35
H 0.02839 -0.60052 3.85495 0.54
H -6.97311 1.33837 0.46458 0.37
H -4.00126 0.75766 4.25518 0.40
H 6.72985 -2.90885 -2.88574 0.26
H -4.14931 -1.51196 2.00014 0.54
H -1.02742 -1.22804 -3.34570 0.40
H -3.08248 -0.61209 -1.58973 0.46
H 8.65042 -1.41655 -2.99278 0.22
H 0.44626 1.61577 2.57858 0.38
H 4.92874 0.21317 0.48543 0.64
H -2.99860 2.55503 1.50004 0.32
H -1.86864 3.47767 -1.74492 0.43
H -6.41300 -0.98010 1.14487 0.34
H 1.99449 -4.22776 -3.94868 0.38

=====

Entry 3:
77
Properties=species:S:1:pos:R:3:mulliken_charge:R:1 method="wB97M-V/def2-TZVPD" s_squared=6.03 e_above_lowest_ev=0.000 homo_energy_ev="-13.17 / -13.17" spin_multiplicity=5 lumo_energy_ev="-5.82 / -9.56" charge=+2 homo_lumo_gap_ev="7.35 / 3.61"
Os 1.16025 -2.09028 -0.35178 2.83
S 2.83955 -0.52048 -0.11738 -0.28
S 1.59005 -2.01538 -2.63358 -0.53
P 0.56895 -1.83118 1.88622 -0.75
N -0.93745 -0.83728 -0.79298 0.30
N -2.38755 0.46892 -1.78148 0.23
N -3.13535 2.64712 -1.35768 0.65
N -3.49565 3.38892 0.60732 -0.64
N 6.12075 3.35542 -3.59198 -0.34
N -0.04045 -3.83948 -0.14858 -0.24
N -0.64795 -3.03408 1.95352 0.23
N -3.42995 2.34212 -0.08598 -0.35
N 3.97005 1.87152 -6.68088 -0.34
C 0.69555 0.84702 2.30042 -0.58
C 3.09935 -3.97378 4.18372 -0.77
C 3.76565 0.89432 -4.32408 0.54
C 2.65485 -0.65918 -2.85068 0.56
C -0.77575 -5.97798 -0.92278 -0.79
C 2.32595 -3.50508 3.14092 -0.59
C -0.11065 -4.78618 -1.09848 -0.21
C -0.18145 -0.24268 2.30342 0.92
C -1.53775 -0.04658 2.53882 -0.30
C -3.05095 -0.67848 -1.44998 -0.89
C 3.27005 -0.04528 -1.74168 0.83
C 3.91255 1.43772 -5.62478 -0.33
C -2.00525 1.23152 2.79792 -0.80
C -3.17775 5.84802 0.11432 -0.66
C 1.78625 -1.52438 4.41902 -0.26
C 2.90145 -0.17808 -4.13338 -0.81
C -3.00795 4.00292 -1.47738 1.31
C -0.06485 1.39282 -1.48928 -0.57
C 1.64905 -2.29138 3.26772 0.90
C -1.13535 2.31022 2.80682 -0.46
C -2.14115 -1.48458 -0.84768 -0.65
C -2.66875 6.19842 -2.24078 -0.52
C 2.57465 -1.99708 5.45482 -0.75
C -1.39035 -6.21938 0.30462 -0.49
C -0.66985 -4.04898 1.02342 0.38
C 0.21415 2.11852 2.54782 -1.01
C -1.10855 0.34502 -1.35568 0.17
C -3.24345 4.48192 -0.16198 0.25
C -3.00965 1.62572 -2.36148 -0.96
C 4.44615 1.45282 -3.22098 0.58
C -2.73435 4.85382 -2.54088 -1.00
C -2.87665 6.68392 -0.94058 -0.62
C -1.34375 -5.24648 1.27912 -0.86
C 5.37455 2.50492 -3.42278 -0.38
C 3.22055 -3.21888 5.34302 -0.55
C 4.18565 0.98042 -1.93858 -1.05
H -1.51155 3.29992 3.01442 0.45
H -2.27985 -2.46478 -0.44108 0.53
H 2.67795 -1.41198 6.35592 0.44
H -0.81205 -6.70638 -1.71648 0.50
H -2.81235 7.74742 -0.76838 0.40
H 0.66005 1.28132 -0.68368 -0.02
H -2.22745 -0.87898 2.52482 0.44
H -3.99845 1.33292 -2.74098 0.21
H -0.49325 2.39002 -1.43668 0.34
H 0.45495 1.29812 -2.44358 0.13
H -4.08535 -0.81648 -1.67918 0.45
H -2.41095 2.01532 -3.19268 0.45
H -1.80625 -5.38958 2.24162 0.48
H 0.88715 2.96102 2.53962 0.48
H 0.38655 -4.55858 -2.03248 0.31
H -2.60945 4.48952 -3.54948 0.39
H 4.67675 1.42852 -1.09068 0.57
H 2.23625 -4.06928 2.21732 0.34
H -3.05345 1.39082 2.99332 0.40
H 3.82875 -3.58078 6.15672 0.43
H 1.27795 -0.57498 4.50252 0.41
H 1.74865 0.68722 2.10222 0.69
H -3.35135 6.21232 1.11362 0.49
H -2.45485 6.90352 -3.02808 0.41
H 2.40495 -0.62718 -4.98148 0.58
H 3.60285 -4.92358 4.09542 0.44
H -1.05645 -3.27418 2.85242 0.43
H -1.89685 -7.15288 0.48802 0.47